Entry 1:
The following is a DFT calculation (ωB97M-V/def2-TZVPD) of a structure of composition C3H2Cl2GaHoO4 at a distorted geometry.

The geometry in XYZ format:
```
13
Properties=species:S:1:pos:R:3:lowdin_spin:R:1
Ga 0.712 -1.027 -3.943 0.0000
Ho -1.669 0.347 0.290 4.0360
Cl -0.933 -1.563 -2.428 -0.0007
Cl -2.544 2.563 0.195 -0.0275
C 0.409 0.922 -0.523 -0.0037
C 0.701 -2.866 -4.656 0.0000
C 0.785 0.910 -3.676 0.0000
O 1.448 1.194 -0.965 0.0008
O 0.558 -3.981 -4.983 0.0000
O 0.431 1.973 -3.300 0.0000
O -1.169 -0.185 2.389 -0.0053
H -1.384 0.463 3.092 0.0002
H -0.730 -0.954 2.810 0.0001
```

Properties
Orbital gap (alpha / beta): 5.7684 / 5.7912 eV
⟨S²⟩: 6.01
Net charge: +4
2S+1: 5
Highest occupied orbital energy (alpha / beta): -24.799 / -24.822 eV
Energy above the lowest of the compared OMol25 structures with the same formula, charge and spin: 0.972 eV

***

Entry 2:
The following is a DFT calculation (ωB97M-V/def2-TZVPD) of a cluster of 2 separate species, C10H15N in total at a distorted geometry.

The geometry in XYZ format:
```
26
Properties=species:S:1:pos:R:3:mulliken_charge:R:1
C -3.176 -0.405 0.240 -0.3716
C -2.066 -1.420 -0.053 -0.9876
C -0.734 -0.404 -0.426 -0.5551
C -1.405 1.078 -0.362 -1.1185
C -2.535 0.806 0.731 -0.5855
C 3.565 -0.554 0.826 -0.1953
C 3.400 0.854 0.490 -0.2232
C 2.564 1.259 -0.440 -0.5114
C 1.625 0.301 -0.908 -0.3950
C 1.951 -1.125 -0.634 -0.3871
H -3.770 -0.229 -0.643 0.2787
H -3.866 -0.523 1.187 0.2837
H -2.347 -1.966 -0.846 0.4013
H -1.617 -1.977 0.840 0.2564
H -0.329 -0.482 -1.445 0.5277
H 0.180 -0.607 0.265 0.4720
H -1.666 1.329 -1.294 0.4510
H -0.572 1.649 -0.043 0.4852
H -3.174 1.739 1.190 0.2583
H -2.092 0.436 1.598 0.2980
H 4.101 -0.922 1.865 0.2539
H 3.897 1.634 1.026 0.3533
H 2.713 2.397 -0.589 0.2392
H 0.881 0.615 -1.499 0.9590
H 1.580 -1.947 -1.283 0.3835
N 2.891 -1.539 0.205 -0.5709
```

Properties
Orbital gap: 9.4451 eV
SMILES: c1ccncc1.C1CCCC1
Highest occupied orbital energy: -8.766 eV
Energy above the lowest of the compared OMol25 structures with the same formula, charge and spin: 4.639 eV

***

Entry 3:
The following is a DFT calculation (ωB97M-V/def2-TZVPD) of a cluster of 2 separate species, C2H4NO2PS2 in total at a distorted geometry.

The geometry in XYZ format:
```
12
Properties=species:S:1:pos:R:3:mulliken_charge:R:1
C 1.780 -0.638 0.474 -0.5432
C 2.015 0.235 -0.516 -0.4507
N -1.742 -1.040 -0.194 0.8936
O -1.894 -0.776 -1.395 -0.5755
O -1.888 -2.137 0.307 -0.5160
P -1.605 0.239 0.963 0.2136
S -2.139 3.267 0.679 -0.1856
S -1.973 1.687 -0.435 0.1506
H 0.876 -1.183 0.436 0.2391
H 2.415 -0.862 1.308 0.2374
H 2.768 0.961 -0.253 0.2303
H 1.389 0.246 -1.375 0.3064
```

Properties
Orbital gap (alpha / beta): 7.0231 / 6.8297 eV
Highest occupied orbital energy (alpha / beta): -9.644 / -9.378 eV
Energy above the lowest of the compared OMol25 structures with the same formula, charge and spin: 2.452 eV